No. 1
Molecular formula: C2H10N5
Method: DFT, ωB97M-V/def2-TZVPD

Output
total charge: +1
total energy: -355.6661 hartree
frontier orbital gap: 11.708 eV
HOMO level: -14.2 eV
ΔE to the lowest compared entry with this formula, charge and spin: 88.7 kcal/mol
LUMO energy: -2.47 eV

Cartesian coordinates (Å):
C: 0.6721 -2.1331 0.0197
C: 3.0921 1.0158 0.1125
N: -3.3657 1.4946 0.0761
N: 4.0277 1.6619 -0.0870
N: -1.5870 0.3453 -0.5726
N: 0.5458 -0.7421 0.4782
N: -2.2562 0.8857 0.3122
H: 0.8292 -2.1474 -1.0548
H: 1.5086 -2.6376 0.5026
H: -0.2430 -2.6772 0.2462
H: 1.4106 -0.1846 0.2770
H: -3.7653 1.5754 -0.8611
H: -3.8463 1.9057 0.8613
H: 4.8455 2.2111 -0.2428
H: -0.3302 -0.2568 -0.0147
H: -1.9375 0.3871 -1.5425
H: 0.3996 -0.7039 1.4898

Here are the Löwdin charges for atoms 1 to 6, given in e: C -0.063; C 0.003; N 0.083; N 0.113; N 0.014; N 0.045

No. 2
Molecular formula: C2H10NO
Method: DFT, ωB97M-V/def2-TZVPD

Output
total charge: +1
total energy: -211.9379 hartree
frontier orbital gap: 12.989 eV
HOMO level: -16.3 eV
ΔE to the lowest compared entry with this formula, charge and spin: 12.9 kcal/mol
LUMO energy: -3.31 eV

Cartesian coordinates (Å):
C: 0.3459 1.1086 0.7520
N: -0.1839 0.1237 -0.2757
C: -0.6853 0.7395 -1.5483
H: 0.7248 1.9235 0.2036
H: 1.1605 0.6600 1.3026
H: -0.4723 1.3549 1.4181
H: 0.5472 -0.5835 -0.3812
H: -0.9140 -0.4884 0.0968
H: -1.7304 0.4713 -1.6719
H: -0.5346 1.8088 -1.5146
H: -0.1695 0.2730 -2.3853
H: 0.4526 -3.2020 1.1363
H: 1.0731 -1.9532 1.7408
O: 0.3857 -2.2361 1.1268

Here are the Löwdin charges for atoms 1 to 6, given in e: C 0.033; N -0.050; C 0.021; H 0.082; H 0.098; H 0.114